No. 1
This record from OMol25 describes a molecular structure, C30H40AlCl52N4O in a non-equilibrium geometry. The level of theory is the ωB97M-V functional and the def2-TZVPD basis.

Structure (XYZ):
```
128
Properties=species:S:1:pos:R:3:forces:R:3
C 6.052613 -3.550622 0.867699 0.1 0.2 -0.4
C 7.147886 -2.551628 0.488901 -0.1 -0.6 0.4
C 6.808931 -1.115377 0.865142 0.1 -0.1 -1.0
C 5.692258 -0.535963 -0.019411 -0.3 -0.5 0.8
C 4.268548 -0.841561 0.513199 0.6 0.3 0.1
C 3.420610 0.424570 0.614110 0.1 -0.9 -0.2
C 3.169087 1.053376 -0.759641 -1.0 0.8 0.8
C 1.773220 1.760377 -0.821205 0.3 -0.2 -0.1
C 0.974717 1.479161 -2.102880 0.8 -0.3 0.1
C 0.559170 0.014576 -2.300099 -0.6 0.6 -0.4
C -0.884688 -0.347758 -1.855656 0.6 0.1 1.0
C -1.519811 0.528101 -0.764781 -0.8 -0.3 0.2
Al -2.649179 -0.554461 0.549488 0.5 0.9 -0.3
C -3.274014 0.789732 1.978288 0.8 0.1 -0.8
C -2.104248 1.184568 2.924904 -0.7 -0.9 0.1
N -2.665928 1.274046 4.268803 0.4 0.1 -0.1
N -1.057509 0.174963 3.020376 0.6 0.5 0.9
N -1.500487 2.446794 2.516254 0.1 0.4 0.1
N -4.114556 -1.498108 -0.306953 -0.8 -0.2 0.5
C -5.307389 -1.275614 0.557447 0.4 0.4 0.3
C -3.828189 -2.846649 -0.211411 0.8 0.6 -1.5
C -3.264903 -3.532754 -1.437193 0.1 0.1 -0.1
O -3.956784 -3.513192 0.778513 -0.9 -1.2 1.7
H 6.392964 -4.577968 0.768836 0.1 -0.1 0.0
H 5.203011 -3.439009 0.196799 -0.2 0.0 0.1
H 5.727808 -3.384726 1.890970 -0.1 -0.1 0.1
H 8.066572 -2.861031 0.987849 0.2 0.1 0.1
H 7.346868 -2.640650 -0.579696 0.0 0.2 -0.1
H 7.702617 -0.527132 0.665121 0.2 0.2 0.4
H 6.544481 -1.080974 1.920186 0.1 0.3 0.2
H 5.782416 0.545311 -0.051972 0.2 0.2 -0.2
H 5.853040 -0.954930 -1.010908 -0.1 0.3 -0.3
H 3.762849 -1.584729 -0.099469 -0.2 -0.1 -0.1
H 4.373887 -1.279531 1.508338 -0.1 -0.1 -0.1
H 2.489360 0.129827 1.093495 -0.3 0.2 0.0
H 3.911653 1.120599 1.295148 0.0 0.2 0.0
H 3.907150 1.838397 -0.902681 0.4 -0.2 -0.5
H 3.238397 0.288180 -1.529250 0.1 0.0 -0.1
H 1.918574 2.837372 -0.751089 0.0 0.2 0.1
H 1.233917 1.468344 0.078132 -0.3 0.0 -0.1
H 1.656692 1.729362 -2.918243 0.0 0.2 -0.2
H 0.136001 2.162584 -2.191979 -0.3 0.0 0.1
H 0.603882 -0.174597 -3.371201 0.2 -0.2 -0.1
H 1.314286 -0.634534 -1.855118 -0.1 -0.1 0.2
H -1.545512 -0.383429 -2.716982 -0.1 0.0 -0.1
H -0.830012 -1.361294 -1.448176 0.0 -0.3 -0.3
H -0.797566 1.074161 -0.151858 0.2 0.0 -0.1
H -2.182493 1.285448 -1.192832 0.1 0.2 -0.1
H -1.661355 -1.682631 1.152106 0.0 -0.3 -0.2
H -3.552846 1.712867 1.458214 -0.3 0.0 0.0
H -4.134659 0.435422 2.541331 0.0 0.0 0.2
H -1.960890 1.657506 4.894303 -0.2 0.1 0.1
H -3.480799 1.871089 4.221394 0.3 0.2 0.2
H -1.447133 -0.742993 3.180214 0.1 -0.1 -0.3
H -0.452976 0.188922 2.211065 -0.2 -0.3 -0.1
H -0.766984 2.700660 3.173809 0.0 -0.2 0.1
H -1.024971 2.359271 1.622298 -0.2 -0.2 -0.1
H -5.663286 -0.255049 0.449269 -0.1 0.1 -0.2
H -6.102922 -1.982083 0.322907 -0.1 0.0 -0.2
H -5.099379 -1.405627 1.621627 0.0 -0.1 0.1
H -2.180369 -3.427891 -1.419253 0.1 0.1 -0.2
H -3.497222 -4.586455 -1.346158 0.0 -0.2 0.0
H -3.678394 -3.149396 -2.366369 0.1 0.2 0.0
C 3.097152 -0.012197 -5.780292 -0.1 0.0 0.2
Cl 3.214604 1.676540 -6.295013 -0.3 -0.1 0.2
Cl 4.284100 -0.986136 -6.667688 0.0 0.0 0.0
Cl 3.425549 -0.118356 -4.050627 0.1 -0.1 -0.3
Cl 1.474953 -0.619184 -6.121149 0.1 0.0 0.0
C 6.575830 3.063532 -8.898020 0.0 -0.1 0.0
Cl 5.563914 3.962579 -10.037099 0.0 0.0 0.0
Cl 7.061706 4.128356 -7.571437 0.0 0.0 0.0
Cl 5.659695 1.703066 -8.248365 0.3 0.1 -0.3
Cl 8.018063 2.469116 -9.734836 0.0 0.0 0.1
C -6.091072 0.743317 6.763732 0.0 -0.2 -0.1
Cl -7.857166 0.527446 6.824130 0.3 0.0 0.1
Cl -5.674247 1.600581 5.288971 -0.3 0.1 0.1
Cl -5.551748 1.666544 8.184662 0.0 0.0 -0.1
Cl -5.292094 -0.826502 6.767049 0.1 0.1 0.2
C 9.571460 1.520139 -1.090633 -0.1 0.0 -0.1
Cl 9.819137 -0.148885 -1.618021 0.0 0.0 0.0
Cl 10.773367 2.566008 -1.860952 -0.2 -0.2 0.2
Cl 7.947967 2.045031 -1.544493 0.0 0.0 0.0
Cl 9.755552 1.616547 0.664880 0.0 0.0 0.0
C -7.800811 -3.214900 3.899064 0.4 0.1 -0.2
Cl -9.082587 -3.107703 2.683552 0.1 0.2 0.1
Cl -6.265147 -3.561265 3.104634 -0.1 0.0 0.0
Cl -7.684712 -1.681415 4.772413 -0.3 -0.4 -0.3
Cl -8.191394 -4.513921 5.042448 -0.1 0.0 0.0
C -2.770509 5.841135 0.303153 0.1 -0.2 0.0
Cl -1.898519 7.373429 0.497081 0.0 0.0 0.0
Cl -3.694578 5.882972 -1.206693 0.0 0.0 0.0
Cl -1.625399 4.509308 0.259145 -0.1 0.3 -0.3
Cl -3.878008 5.622396 1.661883 0.0 0.0 0.0
C -11.704534 -5.457686 0.639168 0.1 0.0 0.0
Cl -11.787994 -3.693645 0.618067 0.2 -0.1 -0.2
Cl -10.368236 -5.969534 1.666851 -0.2 -0.2 -0.1
Cl -13.223979 -6.121458 1.277034 0.0 0.0 -0.1
Cl -11.453296 -6.052246 -1.005993 0.0 0.0 0.0
C 2.185246 -2.404970 3.715347 -0.1 0.1 -0.1
Cl 3.116538 -0.913963 3.918322 0.0 0.0 0.2
Cl 1.229487 -2.289134 2.246910 -0.2 -0.1 0.0
Cl 3.292922 -3.784533 3.595379 0.0 0.0 0.0
Cl 1.122056 -2.626288 5.107675 0.0 0.0 0.0
C 8.428139 5.992398 -12.086158 0.0 0.0 0.0
Cl 8.620211 4.307727 -12.586320 0.0 0.1 -0.1
Cl 9.705685 6.971413 -12.820633 0.0 0.0 0.0
Cl 6.851661 6.588434 -12.619602 0.0 0.0 0.0
Cl 8.540131 6.110051 -10.328511 0.0 0.0 0.0
C -14.678096 -1.707152 3.060320 0.0 0.0 0.0
Cl -14.413988 -3.314260 2.381918 -0.3 0.2 0.3
Cl -13.468306 -0.593244 2.411551 0.0 0.0 0.0
Cl -16.296802 -1.136854 2.627461 0.0 0.0 0.0
Cl -14.529822 -1.775716 4.820595 0.0 0.0 0.0
C 14.751276 3.895615 -1.464773 0.0 0.0 0.1
Cl 13.448564 3.905692 -2.658327 0.3 0.2 -0.1
Cl 16.270337 3.458536 -2.255929 0.0 0.0 0.0
Cl 14.902405 5.502306 -0.744628 0.0 0.0 0.0
Cl 14.380503 2.715754 -0.203871 0.0 0.0 0.0
C -10.190391 2.823103 9.527734 0.1 0.0 0.0
Cl -10.593076 4.457101 10.076867 0.0 0.0 0.0
Cl -11.234272 2.386590 8.168147 0.0 0.0 0.0
Cl -8.505744 2.764292 9.013660 -0.2 0.2 0.3
Cl -10.443933 1.679834 10.853326 0.0 0.0 0.0
C 0.462947 -5.539288 -2.730748 0.0 0.1 0.1
Cl -0.518064 -4.547335 -3.812081 0.0 0.0 0.0
Cl 0.810807 -4.631974 -1.257497 0.0 0.0 0.0
Cl -0.421075 -7.014634 -2.320644 0.0 0.0 0.0
Cl 1.981623 -5.967747 -3.536173 0.0 0.0 0.0
```
Forces are in eV/Å.

Properties
E_HOMO ... -0.186 hartree
Energy relative to the best compared isomer or geometry (same formula, charge and spin) ... 0.0 kJ/mol
Total charge ... -1
Orbital gap ... 6.064 eV

No. 2
This record from OMol25 describes a molecular structure, C30H40N5O4S2V in a non-equilibrium geometry. The level of theory is the ωB97M-V functional and the def2-TZVPD basis.

Structure (XYZ):
```
82
Properties=species:S:1:pos:R:3:forces:R:3
V 0.853447 -0.575258 -0.086165 0.6 -0.5 -0.3
C -0.251091 -3.783140 -1.226465 0.3 2.5 -0.2
C -1.640673 -3.360392 -0.778614 0.4 -1.3 -0.7
O -1.681571 -3.007955 0.559920 -0.5 -0.2 0.8
C -1.828483 -4.089874 1.499663 0.6 0.2 -1.8
C -0.556616 -4.379150 2.270998 0.5 -0.1 -1.2
O 0.107268 -3.157616 2.438128 -0.2 1.0 0.2
C 1.418563 -3.166121 2.920034 0.3 -1.8 0.0
C 2.283672 -1.973830 2.521167 -0.4 0.2 -0.6
O 2.464562 -1.586286 1.096546 -0.6 -1.3 2.1
C 2.947619 -2.674003 0.327042 0.0 0.3 -1.7
C 1.825484 -3.558040 -0.258705 1.2 0.4 1.6
O 0.709262 -2.823870 -0.645992 -0.9 -0.6 -0.5
H -0.183520 -3.701557 -2.305467 0.0 0.1 -0.4
H 0.099837 -4.758722 -1.004244 -0.1 -1.0 0.8
H -2.294360 -4.211666 -1.017101 -0.2 0.1 0.1
H -1.959316 -2.526330 -1.385996 0.0 0.3 0.1
H -2.074271 -5.004397 0.901113 -0.5 0.6 1.0
H -2.553366 -3.732024 2.200834 -0.9 -0.3 0.2
H 0.097685 -5.044899 1.647418 -0.4 0.1 0.9
H -0.935715 -4.828525 3.193281 0.8 -0.3 0.2
H 1.889392 -4.145583 2.545750 -0.2 1.2 0.7
H 1.424375 -3.189595 4.053564 0.2 0.0 -1.0
H 3.218507 -2.256550 2.984370 0.8 0.2 -0.3
H 1.956496 -1.069442 2.991846 -0.3 0.4 0.2
H 3.584847 -3.341320 0.896040 0.4 0.1 0.3
H 3.511685 -2.162952 -0.462836 0.0 -0.5 0.0
H 1.581898 -4.238203 0.574343 -0.3 -0.1 -0.6
H 2.191886 -4.117285 -1.100811 0.5 -0.4 -0.3
C 4.472782 4.076266 -2.441595 -0.2 0.5 2.3
C 5.016267 2.819183 -1.737499 -1.2 -1.3 -1.9
N 4.157953 1.608911 -2.198185 2.3 2.2 1.1
C 3.196151 1.083609 -1.445987 -0.1 0.5 -1.3
S 2.369147 -0.245960 -2.167051 -0.7 -0.6 0.5
N 2.963631 1.749626 -0.345299 -2.0 -0.8 1.6
N 1.839212 1.240358 0.325706 0.6 0.9 0.2
C 1.598111 1.793096 1.481840 1.6 -0.9 -0.6
C 2.683425 2.684738 2.086007 -0.8 0.3 1.1
C 0.454618 1.195597 2.234962 0.3 -0.2 0.2
C 0.017769 1.756625 3.447424 3.3 1.2 -2.4
C -1.008338 1.251621 4.106008 -1.5 -0.3 2.1
C -1.692379 0.206483 3.591379 -0.7 -3.1 -3.2
C -1.198723 -0.439296 2.407043 0.9 1.2 0.6
N -0.068472 0.027812 1.763360 -1.7 0.5 0.9
H 4.901339 4.991411 -1.967824 -0.4 -0.6 -0.1
H 4.690867 4.190760 -3.471261 0.2 -0.4 -1.1
H 3.379379 4.059287 -2.276742 0.5 0.3 -0.2
H 6.036010 2.582183 -2.036980 0.0 0.1 0.1
H 4.943283 2.871679 -0.663487 -0.1 0.1 0.1
H 4.338254 1.277713 -3.113905 0.0 -0.6 -0.5
H 2.508023 3.749641 1.933844 -0.2 0.1 -0.2
H 2.636821 2.555108 3.176832 0.2 0.0 -0.2
H 3.722499 2.522988 1.756915 -0.8 -0.5 -0.2
H 0.632979 2.574457 3.805276 -0.4 0.1 0.2
H -1.239487 1.620105 5.077254 -0.4 0.5 0.5
H -2.629119 -0.234925 3.916846 0.2 0.3 0.7
H -1.661048 -1.360332 1.999224 0.5 0.9 0.2
N -0.862823 -0.252763 -1.262259 0.4 0.5 -0.8
S -2.247721 0.371993 -0.774301 0.1 0.0 -1.0
C -2.073330 2.132247 -0.514933 1.3 -0.4 -1.5
C -2.765756 2.710718 0.496558 -0.1 1.4 1.0
C -2.629522 4.078638 0.718440 0.7 -1.3 -1.7
C -1.876373 4.860404 -0.107933 -0.1 1.1 0.1
C -1.152580 4.281333 -1.124334 0.5 -1.6 -0.1
C -1.180495 2.884028 -1.313302 -0.9 1.3 0.9
C -3.348337 0.386477 -2.228917 -2.0 1.5 1.2
C -3.035329 -0.234370 -3.404600 1.8 -0.8 0.1
C -3.973663 -0.369091 -4.430474 1.5 0.0 -1.3
C -5.230636 0.175128 -4.322889 1.0 -0.8 0.2
C -5.522366 0.804755 -3.131632 -0.8 0.9 1.4
C -4.657006 1.009959 -2.071510 2.6 -2.4 -1.5
H -0.423062 0.205775 -2.092778 -0.8 -0.2 0.6
H -3.386479 2.232564 1.217590 -0.4 -1.0 0.1
H -3.133572 4.510250 1.487513 -1.4 1.1 2.2
H -1.872857 5.941173 0.074428 0.2 -0.4 -0.2
H -0.467412 4.864117 -1.698104 0.2 0.3 -0.5
H -0.507759 2.486659 -2.044892 0.0 -0.6 -0.3
H -1.983361 -0.641312 -3.503478 -1.4 0.3 0.0
H -3.577165 -0.810883 -5.379366 -0.8 0.2 0.9
H -5.910712 0.013156 -5.131846 -0.6 0.3 -0.1
H -6.498097 1.147516 -2.892444 -1.0 0.4 -0.5
H -4.952051 1.467403 -1.158268 -0.3 0.4 0.5
```
Forces are in eV/Å.

Properties
E_HOMO (alpha / beta) ... -0.344 / -0.368 hartree
2S+1 ... 4
Energy relative to the best compared isomer or geometry (same formula, charge and spin) ... 250.9 kJ/mol
Total charge ... +1
Orbital gap (alpha / beta) ... 6.948 / 7.414 eV
<S²> ... 3.7618

No. 3
This record from OMol25 describes a molecular structure, C30H40N5O5SSi2Ti in a non-equilibrium geometry. The level of theory is the ωB97M-V functional and the def2-TZVPD basis.

Structure (XYZ):
```
84
Properties=species:S:1:pos:R:3:forces:R:3
Ti -0.047166 0.537084 -0.205024 -0.2 0.9 0.9
O -0.740386 -2.838403 0.017229 -0.2 -0.1 0.3
C -1.540500 -2.784360 1.184142 0.2 0.0 -0.1
C -2.382424 -1.527036 1.322649 0.0 0.1 0.0
N -1.648482 -0.265993 1.556086 0.1 0.1 -0.1
C -2.625830 0.829753 1.745385 0.0 -0.1 -0.1
C -2.438835 2.026409 0.812433 0.0 0.0 -0.1
O -3.245426 2.941819 0.863518 0.0 -0.1 0.1
O -1.446606 1.946022 -0.001410 -0.1 0.0 -0.1
C -0.734249 -0.385067 2.703059 -0.1 -0.2 -0.1
C 0.646754 -0.896716 2.311387 0.1 -0.2 -0.2
O 1.368203 -1.423006 3.137134 0.0 0.1 0.1
O 0.945539 -0.736804 1.053445 -0.1 -0.1 -0.2
H -0.041587 -2.171984 0.090739 0.0 0.0 0.2
H -0.947029 -2.948536 2.091264 0.1 0.0 0.0
H -2.241294 -3.619642 1.116984 0.0 0.0 0.0
H -3.078459 -1.693348 2.160022 0.0 0.0 0.1
H -2.981975 -1.392567 0.424200 0.1 0.0 0.0
H -2.601859 1.204694 2.767371 0.0 0.0 0.1
H -3.638009 0.464907 1.571953 0.0 0.0 0.0
H -1.138035 -1.030055 3.488484 -0.1 -0.1 0.0
H -0.584017 0.597449 3.135124 0.0 0.1 0.0
N 2.894234 2.616550 2.555217 -0.1 -0.1 0.0
C 2.433779 2.363729 3.856259 0.0 0.0 0.0
C 3.302746 2.002455 4.879953 0.0 0.0 0.0
C 2.817503 1.804090 6.163035 0.0 0.0 0.0
C 1.461483 1.933937 6.430077 0.0 0.0 0.0
C 0.590013 2.265894 5.403080 -0.1 0.0 0.0
C 1.072640 2.506580 4.124155 0.0 0.0 0.0
S 0.071800 3.000922 2.765044 0.0 0.0 -0.1
N 0.817249 2.097319 1.527667 0.0 -0.2 -0.1
C 2.129202 2.172301 1.461983 0.0 0.1 0.0
C 2.767496 1.812751 0.250469 -0.1 0.0 0.1
C 4.158230 1.956294 0.020403 0.1 0.0 0.0
C 4.685068 1.750683 -1.219230 0.0 0.0 0.0
C 3.810055 1.382167 -2.273076 0.0 0.0 0.0
C 2.485199 1.205841 -1.978069 0.1 0.0 0.1
N 1.927497 1.380705 -0.764808 0.0 -0.2 -0.3
H 3.877193 2.434739 2.451913 0.1 0.0 0.0
H 4.359477 1.870644 4.667422 -0.1 0.0 0.0
H 3.503378 1.525558 6.953373 0.0 0.0 0.0
H 1.080664 1.761088 7.428882 0.0 0.0 0.0
H -0.475136 2.349686 5.589129 0.0 0.0 0.0
H 4.817276 2.273242 0.818858 0.0 0.0 0.0
H 5.745946 1.882976 -1.390663 0.0 0.0 0.0
H 4.156983 1.222467 -3.284123 0.0 0.0 0.0
H 1.808313 0.899863 -2.763911 0.0 0.0 -0.1
C -2.758381 -2.458306 -2.271397 -0.1 -0.1 0.0
Si -2.884599 -0.581386 -2.518813 0.1 0.0 0.1
C -4.248784 0.072949 -1.382110 -0.1 0.0 0.0
C -3.578992 -0.469804 -4.285592 0.0 0.0 -0.1
C -1.233932 0.259099 -2.296859 0.1 0.1 0.1
C -0.170523 -0.681491 -2.676019 0.1 -0.1 -0.3
C 0.096498 -1.289725 -3.916196 -0.1 0.2 0.1
C 1.143723 -2.178443 -4.022191 0.1 -0.1 -0.1
C 1.938427 -2.467091 -2.913489 0.0 0.0 0.0
C 1.640435 -1.830936 -1.727305 0.1 -0.1 -0.1
N 0.620943 -0.982684 -1.636669 0.0 0.0 0.1
Si -1.234925 1.941008 -3.120408 -0.1 -0.1 0.0
C -0.817994 1.788372 -4.968573 0.0 0.0 -0.1
C -2.907809 2.788426 -2.950752 0.0 0.1 0.0
C -0.015400 3.259715 -2.533908 0.0 0.1 -0.2
H -3.495905 -2.939945 -2.923192 0.0 0.0 0.0
H -2.972882 -2.773080 -1.247154 0.1 0.1 -0.1
H -1.772710 -2.865105 -2.519531 -0.1 0.1 0.0
H -5.120288 0.380191 -1.969856 0.1 0.0 0.0
H -3.951163 0.935870 -0.782599 0.0 -0.1 -0.1
H -4.587372 -0.715713 -0.701054 0.0 0.1 -0.1
H -4.544898 -0.989355 -4.295520 0.0 0.0 0.0
H -2.929886 -0.983636 -5.005078 0.0 0.1 0.1
H -3.744948 0.549550 -4.646931 0.0 -0.1 0.0
H -0.526788 -1.052189 -4.769228 0.0 0.0 0.0
H 1.348328 -2.654289 -4.974635 0.0 0.0 0.0
H 2.767234 -3.159522 -2.971511 0.0 0.0 0.0
H 2.209886 -1.971361 -0.816169 0.0 0.0 0.0
H -1.529433 1.170684 -5.528597 0.1 0.1 0.1
H 0.181759 1.357384 -5.102106 -0.1 0.0 0.0
H -0.802521 2.785893 -5.424681 0.0 -0.1 0.0
H -3.775139 2.214113 -3.286636 0.1 0.0 0.1
H -2.866410 3.705618 -3.551607 0.0 -0.1 0.1
H -3.068879 3.081375 -1.907422 0.0 0.0 -0.1
H 0.989030 3.139411 -2.945665 0.0 0.0 0.0
H 0.055398 3.381233 -1.454551 0.0 0.0 0.0
H -0.423956 4.192618 -2.945342 0.1 0.0 0.1
```
Forces are in eV/Å.

Properties
E_HOMO (alpha / beta) ... -0.109 / -0.188 hartree
2S+1 ... 3
Energy relative to the best compared isomer or geometry (same formula, charge and spin) ... 55.4 kJ/mol
Total charge ... -1
Orbital gap (alpha / beta) ... 5.561 / 7.674 eV
<S²> ... 2.0173